ORCA calculation (ωB97M-V/def2-TZVPD) on a molecular structure, C13H10CoF3N3O4S.

As for the net charge: +1. For the frontier orbital gap (spin up / spin down), the calculation gives 9.7 / 7.2 eV. The multiplicity is 5. The total energy comes out at -82912.220 eV. The calculation puts the maximum force at 0.12 eV/Å.

```
35
C13H10CoF3N3O4S, DFT ωB97M-V/def2-TZVPD
Co -0.025 0.519 -0.510
O 1.332 0.109 3.289
C 1.196 0.172 2.095
N -0.028 0.343 1.451
C -1.272 0.265 2.128
C -2.348 0.008 1.097
C -3.672 -0.139 1.463
C -4.621 -0.363 0.480
C -4.221 -0.435 -0.847
C -2.884 -0.278 -1.139
N -1.960 -0.065 -0.189
C 2.308 0.027 1.097
C 3.619 -0.058 1.505
C 4.601 -0.213 0.536
C 4.229 -0.287 -0.795
C 2.887 -0.195 -1.123
N 1.938 -0.042 -0.197
H -1.456 1.240 2.606
H -1.256 -0.483 2.926
H -3.951 -0.071 2.506
H -5.663 -0.477 0.745
H -4.931 -0.604 -1.643
H -2.529 -0.319 -2.161
H 3.848 0.005 2.560
H 5.643 -0.275 0.820
H 4.963 -0.407 -1.579
H 2.563 -0.238 -2.155
F -0.944 5.094 -1.200
C 0.079 4.924 -0.371
F 1.218 5.036 -1.046
F 0.037 5.836 0.587
S -0.022 3.254 0.393
O -1.302 3.152 1.035
O 1.158 3.076 1.189
O 0.021 2.386 -0.855
```